C21H13F13N4O8V | ωB97M-V with the def2-TZVPD basis set

Values from the calculation:
E_LUMO (spin up / spin down)   0.163 / 0.163 hartree
Frontier orbital gap (spin up / spin down)   5.7414 / 6.7436 eV
Net charge   -2
⟨S²⟩   3.76
Multiplicity   4
E_HOMO (spin up / spin down)   -1.32 / -2.31 eV

Each line ends with the Löwdin spin population.
Cartesian coordinates (Å):
V (-0.217, -0.044, 0.142)  2.77
C (-1.316, 2.048, 2.186)  0.01
N (-1.572, 0.647, 1.885)  0.01
C (-3.002, 0.421, 1.685)  0.00
C (-1.074, -0.201, 2.977)  0.00
C (-1.069, -1.684, 2.610)  0.00
N (-0.631, -1.857, 1.242)  0.01
C (-0.567, -3.057, 0.698)  0.01
C (-0.173, -3.168, -0.672)  0.01
F (0.129, -2.027, -1.343)  0.02
C (-0.090, -4.354, -1.348)  0.00
F (0.283, -4.336, -2.646)  0.00
C (-0.374, -5.580, -0.752)  0.01
C (-0.742, -5.510, 0.577)  0.00
F (-1.029, -6.660, 1.238)  0.00
C (-0.834, -4.331, 1.280)  0.00
F (-1.190, -4.421, 2.594)  0.00
H (-1.804, 2.352, 3.127)  0.00
H (-1.714, 2.662, 1.377)  0.00
H (-0.241, 2.204, 2.270)  0.00
H (-3.546, 0.648, 2.616)  0.00
H (-3.169, -0.616, 1.405)  0.00
H (-3.372, 1.039, 0.868)  0.00
H (-1.710, -0.058, 3.869)  0.00
H (-0.066, 0.135, 3.202)  0.00
H (-2.072, -2.104, 2.762)  0.00
H (-0.410, -2.188, 3.329)  0.00
H (-0.310, -6.511, -1.288)  0.00
O (-3.578, 1.530, -1.459)  0.00
C (-2.442, 1.053, -1.551)  0.01
O (-2.020, -0.006, -0.998)  0.03
C (-1.466, 1.767, -2.495)  0.00
C (-2.001, 2.533, -3.501)  0.00
C (-1.187, 3.098, -4.483)  0.00
C (0.177, 2.871, -4.506)  0.00
C (0.718, 2.093, -3.505)  0.00
C (-0.036, 1.578, -2.399)  0.01
O (0.528, 1.070, -1.384)  0.02
N (2.156, 1.817, -3.612)  0.00
O (2.576, 0.757, -3.203)  0.00
O (2.855, 2.665, -4.157)  0.00
N (-1.774, 3.910, -5.532)  0.00
O (-2.990, 4.051, -5.546)  0.00
O (-1.035, 4.423, -6.364)  0.00
H (-3.072, 2.678, -3.519)  0.00
H (0.805, 3.284, -5.278)  0.00
F (4.900, 0.405, 0.841)  0.00
C (3.572, 0.423, 0.558)  0.00
F (3.351, 1.498, -0.191)  0.00
F (3.317, -0.656, -0.189)  0.00
C (2.663, 0.417, 1.829)  0.00
O (1.386, 0.501, 1.511)  0.04
C (3.049, 1.628, 2.747)  0.00
F (2.158, 1.771, 3.742)  0.00
F (3.055, 2.787, 2.076)  0.00
F (4.264, 1.514, 3.337)  0.00
C (2.940, -0.907, 2.633)  0.00
F (4.240, -1.152, 2.922)  0.00
F (2.485, -1.971, 1.968)  0.00
F (2.289, -0.877, 3.817)  0.00


C10H33BO5Pd | ωB97M-V with the def2-TZVPD basis set

Values from the calculation:
E_LUMO (spin up / spin down)   0.016 / 0.008 hartree
Frontier orbital gap (spin up / spin down)   7.9601 / 7.5473 eV
⟨S²⟩   2.00
Multiplicity   3
E_HOMO (spin up / spin down)   -7.51 / -7.32 eV

Each line ends with the Löwdin spin population.
Cartesian coordinates (Å):
Pd (-0.053, -0.696, 0.039)  1.51
B (1.299, -2.526, 0.372)  0.05
H (0.286, -2.732, 0.064)  0.02
H (1.890, -3.428, 0.420)  0.02
H (1.782, -1.844, -0.311)  0.00
H (1.294, -2.004, 1.317)  0.00
C (-2.056, -3.205, 1.997)  0.00
C (-2.865, -2.447, 0.963)  0.02
O (-2.124, -1.426, 0.319)  0.18
H (-2.545, -4.116, 2.341)  0.00
H (-1.850, -2.550, 2.843)  0.00
H (-1.144, -3.638, 1.587)  0.00
H (-3.776, -2.022, 1.383)  0.01
H (-3.247, -3.142, 0.216)  0.00
C (0.341, 3.160, -0.050)  0.00
C (-1.058, 2.690, -0.450)  0.01
O (-1.039, 1.268, -0.300)  0.03
H (0.333, 4.249, -0.074)  0.00
H (1.109, 2.830, -0.750)  0.00
H (0.570, 2.993, 1.002)  0.00
H (-1.274, 2.991, -1.475)  0.00
H (-1.851, 3.063, 0.198)  0.00
H (-1.958, 1.039, -0.146)  0.00
C (0.075, 0.239, -4.102)  0.00
C (-0.896, -0.577, -3.209)  0.00
O (-0.096, -1.185, -2.173)  0.04
H (0.576, 1.029, -3.542)  0.00
H (-0.522, 0.738, -4.866)  0.00
H (0.901, -0.271, -4.598)  0.00
H (-1.371, -1.411, -3.726)  0.00
H (-1.691, 0.007, -2.745)  0.00
H (0.481, -1.764, -2.676)  0.00
C (-0.398, 1.354, 4.101)  0.00
C (-1.035, 0.403, 2.997)  0.00
O (-0.027, -0.239, 2.264)  0.05
H (-1.128, 1.878, 4.718)  0.00
H (0.257, 2.157, 3.762)  0.00
H (0.182, 0.686, 4.737)  0.00
H (-1.597, 1.076, 2.348)  0.00
H (-1.742, -0.316, 3.412)  0.00
H (0.368, -0.842, 2.898)  0.00
C (3.195, 1.545, -1.837)  0.00
C (2.748, 0.293, -1.118)  0.00
O (1.716, 0.604, -0.166)  0.03
H (4.108, 1.404, -2.416)  0.00
H (3.468, 2.243, -1.045)  0.00
H (2.399, 1.902, -2.491)  0.00
H (3.561, -0.274, -0.664)  0.00
H (2.372, -0.389, -1.881)  0.00
H (2.035, 1.204, 0.512)  0.00


C33H38N3O5Se2TeTi | ωB97M-V with the def2-TZVPD basis set

Values from the calculation:
E_LUMO (spin up / spin down)   0.006 / -0.034 hartree
Frontier orbital gap (spin up / spin down)   7.1714 / 6.3623 eV
⟨S²⟩   0.76
Multiplicity   2
E_HOMO (spin up / spin down)   -7.02 / -7.28 eV

Each line ends with the Löwdin spin population.
Cartesian coordinates (Å):
Ti (2.013, 0.647, -1.867)  0.03
O (3.758, -0.052, -3.113)  0.00
C (4.494, -1.269, -3.064)  0.00
C (4.573, -1.772, -1.638)  0.00
C (5.630, -2.885, -1.671)  0.00
O (5.711, -3.485, -0.387)  0.00
C (3.245, -2.378, -1.139)  0.00
Se (1.566, -1.835, -2.028)  0.01
C (5.091, -0.666, -0.709)  0.00
Se (3.876, 0.824, -0.276)  0.00
H (3.342, 0.052, -3.976)  0.00
H (5.503, -1.064, -3.437)  0.00
H (4.013, -2.016, -3.700)  0.00
H (6.599, -2.462, -1.961)  0.00
H (5.339, -3.630, -2.424)  0.00
H (6.384, -4.169, -0.406)  0.00
H (3.120, -2.151, -0.082)  0.00
H (3.279, -3.462, -1.241)  0.00
H (6.004, -0.236, -1.127)  0.00
H (5.342, -1.118, 0.249)  0.00
C (0.935, 2.600, -6.079)  0.00
N (0.070, 2.055, -5.041)  0.00
C (-1.302, 2.087, -5.135)  0.00
C (-2.074, 1.592, -4.160)  0.00
C (-1.463, 1.015, -2.962)  0.00
O (-2.148, 0.621, -2.024)  0.01
N (-0.085, 0.948, -2.958)  0.00
C (0.619, 1.466, -3.945)  0.00
O (1.892, 1.403, -3.841)  0.00
H (0.347, 3.271, -6.701)  0.00
H (1.352, 1.804, -6.696)  0.00
H (1.749, 3.153, -5.619)  0.00
H (-1.698, 2.539, -6.034)  0.00
H (-3.150, 1.618, -4.224)  0.00
C (-6.560, -1.098, 3.634)  0.00
C (-5.279, -1.057, 2.845)  0.00
C (-4.472, -2.176, 2.730)  0.00
C (-3.280, -2.151, 2.012)  0.02
C (-2.466, -3.416, 1.936)  0.02
C (-2.889, -0.955, 1.395)  0.07
Te (-1.056, -0.892, 0.283)  0.46
N (0.756, 0.723, -0.197)  0.21
C (0.747, 1.994, -0.342)  0.02
O (1.564, 2.470, -1.276)  0.03
C (-0.081, 2.982, 0.392)  0.00
C (-0.866, 3.886, -0.315)  0.00
C (-1.656, 4.797, 0.366)  0.00
C (-1.642, 4.827, 1.755)  0.00
C (-0.836, 3.945, 2.461)  0.00
C (-0.056, 3.021, 1.779)  0.00
C (0.156, -1.549, 1.886)  0.02
C (1.029, -2.589, 1.588)  0.01
C (1.915, -3.070, 2.540)  0.00
C (1.920, -2.505, 3.806)  0.01
C (1.034, -1.481, 4.108)  0.00
C (0.134, -0.989, 3.166)  0.01
C (-0.837, 0.085, 3.569)  0.01
C (-3.699, 0.186, 1.477)  0.01
C (-3.373, 1.493, 0.817)  0.02
C (-4.879, 0.109, 2.207)  0.00
H (-6.791, -2.111, 3.961)  0.00
H (-7.400, -0.733, 3.042)  0.00
H (-6.490, -0.467, 4.522)  0.00
H (-4.779, -3.102, 3.204)  0.00
H (-3.087, -4.281, 2.168)  0.00
H (-1.635, -3.396, 2.643)  0.00
H (-2.038, -3.567, 0.943)  0.01
H (-0.863, 3.862, -1.398)  0.00
H (-2.280, 5.488, -0.186)  0.00
H (-2.254, 5.545, 2.288)  0.00
H (-0.811, 3.979, 3.542)  0.00
H (0.586, 2.333, 2.314)  0.00
H (1.021, -3.022, 0.594)  0.00
H (2.598, -3.871, 2.289)  0.00
H (2.613, -2.856, 4.559)  0.00
H (1.040, -1.047, 5.101)  0.00
H (-0.466, 0.632, 4.437)  0.00
H (-1.809, -0.339, 3.828)  0.00
H (-1.009, 0.802, 2.764)  0.00
H (-2.373, 1.522, 0.389)  0.01
H (-3.460, 2.318, 1.525)  0.00
H (-4.059, 1.683, -0.012)  0.00
H (-5.505, 0.993, 2.278)  0.00